Below is 13 unconnected molecules or ions with the total composition C42H84N12O10 in a non-equilibrium geometry, with properties calculated with ωB97M-V/def2-TZVPD.

The LUMO energy is 0.02 eV. Its total charge is 0. Its total energy is -83274.9695 eV. The calculation puts the HOMO energy at -7.3 eV.

Bonds (Å) are listed after each position.
Atoms and positions in Å:
1 C 0.195 0.497 1.077  C2 1.518, H5 1.090, H6 1.090, H7 1.090
2 C -0.221 0.031 -0.307  C1 1.518, O3 1.215, C4 1.507
3 O 0.488 -0.646 -1.025  C2 1.215
4 C -1.574 0.536 -0.738  C2 1.507, H8 1.090, H9 1.090, H10 1.090
5 H -0.302 0.015 1.919  C1 1.090
6 H 0.069 1.564 1.258  C1 1.090
7 H 1.244 0.259 1.251  C1 1.090
8 H -1.419 1.393 -1.394  C4 1.090
9 H -2.162 0.919 0.096  C4 1.090
10 H -2.203 -0.225 -1.199  C4 1.090
11 C 3.884 0.748 -0.164  C12 1.489, H16 1.090, H17 1.090, H18 1.090
12 C 4.629 1.164 -1.383  C11 1.489, O13 1.204, N14 1.380
13 O 4.132 2.026 -2.062  C12 1.204
14 N 5.783 0.469 -1.681  C12 1.380, C15 1.432, H19 1.010
15 C 6.702 0.695 -2.756  N14 1.432, H20 1.090, H21 1.090, H22 1.090
16 H 2.816 0.907 -0.313  C11 1.090
17 H 4.281 1.337 0.663  C11 1.090
18 H 4.046 -0.320 -0.021  C11 1.090
19 H 6.093 -0.235 -1.027  N14 1.010
20 H 7.717 0.566 -2.381  C15 1.090
21 H 6.720 1.699 -3.179  C15 1.090
22 H 6.645 0.003 -3.597  C15 1.090
23 C -3.502 0.060 3.188  C24 1.491, H28 1.090, H29 1.090, H30 1.090
24 C -3.349 -0.891 2.050  C23 1.491, O25 1.234, N26 1.358
25 O -4.201 -0.904 1.158  C24 1.234
26 N -2.343 -1.797 2.156  C24 1.358, C27 1.460, H31 1.010
27 C -2.252 -2.956 1.273  N26 1.460, H32 1.090, H33 1.090, H34 1.090
28 H -4.138 0.852 2.794  C23 1.090
29 H -2.557 0.416 3.598  C23 1.090
30 H -4.003 -0.404 4.039  C23 1.090
31 H -1.649 -1.722 2.886  N26 1.010
32 H -2.320 -3.950 1.714  C27 1.090
33 H -1.261 -2.814 0.844  C27 1.090
34 H -2.940 -2.991 0.428  C27 1.090
35 C 0.733 5.112 3.748  C36 1.518, H40 1.090, H41 1.090, H42 1.090
36 C -0.324 4.658 2.756  C35 1.518, O37 1.240, N38 1.328
37 O -0.241 4.868 1.537  C36 1.240
38 N -1.434 4.155 3.281  C36 1.328, C39 1.442, H43 1.010
39 C -2.693 3.862 2.641  N38 1.442, H44 1.090, H45 1.090, H46 1.090
40 H 1.279 4.242 4.111  C35 1.090
41 H 0.256 5.677 4.549  C35 1.090
42 H 1.408 5.789 3.223  C35 1.090
43 H -1.452 4.073 4.287  N38 1.010
44 H -3.593 3.781 3.251  C39 1.090
45 H -2.675 2.888 2.153  C39 1.090
46 H -2.916 4.548 1.823  C39 1.090
47 C -2.043 5.056 -1.203  C48 1.563, H52 1.090, H53 1.090, H54 1.090
48 C -0.904 4.430 -2.071  C47 1.563, O49 1.226, N50 1.348
49 O -1.037 4.240 -3.275  C48 1.226
50 N 0.239 4.161 -1.409  C48 1.348, C51 1.439, H55 1.010
51 C 1.324 3.336 -1.869  N50 1.439, H56 1.090, H57 1.090, H58 1.090
52 H -1.698 5.542 -0.291  C47 1.090
53 H -2.662 4.255 -0.801  C47 1.090
54 H -2.691 5.702 -1.796  C47 1.090
55 H 0.239 4.343 -0.415  N50 1.010
56 H 1.194 2.273 -1.663  C51 1.090
57 H 2.179 3.633 -1.263  C51 1.090
58 H 1.504 3.518 -2.929  C51 1.090
59 C -5.448 4.858 -5.365  C60 1.521, H64 1.090, H65 1.090, H66 1.090
60 C -5.102 3.438 -4.944  C59 1.521, O61 1.211, N62 1.330
61 O -4.821 2.608 -5.779  C60 1.211
62 N -5.008 3.184 -3.642  C60 1.330, C63 1.479, H67 1.010
63 C -4.590 1.880 -3.082  N62 1.479, H68 1.090, H69 1.090, H70 1.090
64 H -6.203 5.364 -4.763  C59 1.090
65 H -5.922 4.950 -6.343  C59 1.090
66 H -4.547 5.470 -5.340  C59 1.090
67 H -5.328 3.906 -3.012  N62 1.010
68 H -3.812 2.005 -2.330  C63 1.090
69 H -4.108 1.217 -3.801  C63 1.090
70 H -5.432 1.290 -2.721  C63 1.090
71 C 4.147 -0.509 3.541  C72 1.496, H76 1.090, H77 1.090, H78 1.090
72 C 4.356 -0.747 5.003  C71 1.496, O73 1.249, N74 1.311
73 O 5.167 -1.610 5.398  C72 1.249
74 N 3.742 0.075 5.820  C72 1.311, C75 1.512, H79 1.010
75 C 3.618 -0.114 7.315  N74 1.512, H80 1.090, H81 1.090, H82 1.090
76 H 4.783 0.303 3.187  C71 1.090
77 H 3.098 -0.304 3.329  C71 1.090
78 H 4.483 -1.368 2.960  C71 1.090
79 H 3.095 0.773 5.482  N74 1.010
80 H 4.557 0.228 7.751  C75 1.090
81 H 3.368 -1.165 7.459  C75 1.090
82 H 2.747 0.415 7.701  C75 1.090
83 C 3.583 -1.906 -2.932  C84 1.535, H88 1.090, H89 1.090, H90 1.090
84 C 2.949 -2.313 -4.270  C83 1.535, O85 1.261, N86 1.298
85 O 1.692 -2.279 -4.363  C84 1.261
86 N 3.798 -2.708 -5.169  C84 1.298, C87 1.438, H91 1.010
87 C 3.381 -3.297 -6.412  N86 1.438, H92 1.090, H93 1.090, H94 1.090
88 H 4.236 -1.034 -2.963  C83 1.090
89 H 4.366 -2.533 -2.505  C83 1.090
90 H 2.803 -1.719 -2.194  C83 1.090
91 H 4.763 -2.821 -4.896  N86 1.010
92 H 2.683 -4.132 -6.468  C87 1.090
93 H 4.302 -3.744 -6.785  C87 1.090
94 H 3.073 -2.516 -7.107  C87 1.090
95 C 1.276 -3.287 5.010  C96 1.522, H100 1.090, H101 1.090, H102 1.090
96 C 1.318 -2.683 3.614  C95 1.522, O97 1.227, N98 1.310
97 O 0.730 -1.623 3.419  C96 1.227
98 N 2.084 -3.255 2.719  C96 1.310, C99 1.469, H103 1.010
99 C 2.314 -2.656 1.398  N98 1.469, H104 1.090, H105 1.090, H106 1.090
100 H 1.669 -2.603 5.763  C95 1.090
101 H 1.793 -4.241 5.108  C95 1.090
102 H 0.228 -3.498 5.219  C95 1.090
103 H 2.678 -4.027 2.988  N98 1.010
104 H 1.580 -2.891 0.628  C99 1.090
105 H 3.254 -2.996 0.963  C99 1.090
106 H 2.292 -1.585 1.600  C99 1.090
107 C -0.035 -1.124 7.470  C108 1.532, H112 1.090, H113 1.090, H114 1.090
108 C -0.125 0.276 6.855  C107 1.532, O109 1.220, N110 1.330
109 O -0.347 1.202 7.617  C108 1.220
110 N 0.097 0.421 5.552  C108 1.330, C111 1.440, H115 1.010
111 C 0.061 1.654 4.811  N110 1.440, H116 1.090, H117 1.090, H118 1.090
112 H -0.536 -1.241 8.431  C107 1.090
113 H 1.006 -1.281 7.753  C107 1.090
114 H -0.551 -1.874 6.871  C107 1.090
115 H 0.142 -0.434 5.015  N110 1.010
116 H 0.868 2.316 5.125  C111 1.090
117 H -0.843 2.235 4.995  C111 1.090
118 H 0.049 1.417 3.747  C111 1.090
119 N -1.545 -4.707 -2.220  C120 1.391, C123 1.384, H124 1.010
120 C -0.369 -4.123 -1.761  N119 1.391, C121 1.360, H125 1.080
121 C 0.251 -5.017 -0.945  C120 1.360, C122 1.397, H126 1.080
122 C -0.500 -6.196 -0.938  C121 1.397, C123 1.384, H127 1.080
123 C -1.651 -5.974 -1.672  N119 1.384, C122 1.384, H128 1.080
124 H -2.230 -4.287 -2.832  N119 1.010
125 H -0.235 -3.060 -1.898  C120 1.080
126 H 1.189 -4.917 -0.420  C121 1.080
127 H -0.273 -7.110 -0.410  C122 1.080
128 H -2.510 -6.622 -1.765  C123 1.080
129 N -0.177 -0.470 -4.999  C130 1.338, C133 1.366, H134 1.010
130 C -0.422 0.433 -4.041  N129 1.338, C131 1.411, H135 1.080
131 C -1.502 1.244 -4.446  C130 1.411, C132 1.406, H136 1.080
132 C -1.836 0.773 -5.727  C131 1.406, C133 1.344, H137 1.080
133 C -0.997 -0.221 -6.063  N129 1.366, C132 1.344, H138 1.080
134 H 0.563 -1.154 -4.929  N129 1.010
135 H 0.239 0.554 -3.195  C130 1.080
136 H -1.950 2.087 -3.939  C131 1.080
137 H -2.672 1.167 -6.285  C132 1.080
138 H -0.935 -0.862 -6.930  C133 1.080
139 N -3.168 -1.626 -3.414  C140 1.386, C143 1.399, H144 1.010
140 C -3.358 -2.647 -4.331  N139 1.386, C141 1.408, H145 1.080
141 C -4.315 -3.497 -3.744  C140 1.408, C142 1.405, H146 1.080
142 C -4.746 -3.046 -2.484  C141 1.405, C143 1.425, H147 1.080
143 C -4.012 -1.836 -2.317  N139 1.399, C142 1.425, H148 1.080
144 H -2.431 -0.942 -3.510  N139 1.010
145 H -2.790 -2.661 -5.249  C140 1.080
146 H -4.564 -4.435 -4.217  C141 1.080
147 H -5.502 -3.465 -1.837  C142 1.080
148 H -4.060 -1.195 -1.450  C143 1.080

Here are the Löwdin charges for atoms 1 to 99, given in e:
1 C -0.021
2 C -0.459
3 O 0.045
4 C 0.003
5 H 0.047
6 H 0.081
7 H 0.052
8 H 0.079
9 H 0.071
10 H 0.063
11 C 0.002
12 C -0.561
13 O 0.071
14 N -0.007
15 C -0.091
16 H 0.065
17 H 0.091
18 H 0.070
19 H 0.131
20 H 0.081
21 H 0.091
22 H 0.073
23 C -0.005
24 C -0.562
25 O 0.021
26 N 0.026
27 C -0.046
28 H 0.081
29 H 0.061
30 H 0.091
31 H 0.103
32 H 0.086
33 H 0.066
34 H 0.078
35 C 0.016
36 C -0.528
37 O 0.011
38 N 0.013
39 C -0.052
40 H 0.064
41 H 0.089
42 H 0.089
43 H 0.123
44 H 0.093
45 H 0.064
46 H 0.080
47 C 0.002
48 C -0.525
49 O 0.023
50 N 0.012
51 C -0.068
52 H 0.046
53 H 0.059
54 H 0.075
55 H 0.081
56 H 0.057
57 H 0.079
58 H 0.099
59 C -0.007
60 C -0.575
61 O 0.042
62 N 0.030
63 C -0.054
64 H 0.066
65 H 0.078
66 H 0.084
67 H 0.130
68 H 0.062
69 H 0.058
70 H 0.083
71 C -0.009
72 C -0.584
73 O 0.013
74 N 0.027
75 C -0.020
76 H 0.086
77 H 0.062
78 H 0.081
79 H 0.120
80 H 0.088
81 H 0.073
82 H 0.072
83 C 0.014
84 C -0.486
85 O -0.001
86 N 0.018
87 C -0.061
88 H 0.055
89 H 0.079
90 H 0.071
91 H 0.146
92 H 0.095
93 H 0.083
94 H 0.093
95 C 0.021
96 C -0.551
97 O -0.012
98 N 0.057
99 C -0.042